1.
112
Properties=species:S:1:pos:R:3 method="wB97M-V/def2-TZVPD" homo_lumo_gap_ev=5.68 homo_energy_ev=-1.887 total_energy_ha=-15121.0566 charge=-2
Tl -0.32 -2.06 0.74
S 0.03 -1.14 3.36
S -0.97 -2.57 4.46
S -2.72 -3.03 3.45
S -2.09 -3.82 1.67
Br -3.83 -3.67 -5.44
C -3.13 -2.74 -3.94
C -3.57 -1.46 -3.63
Br -4.84 -0.59 -4.73
C -3.06 -0.82 -2.48
Br -3.55 0.97 -2.09
C -2.16 -1.42 -1.62
O -1.70 -0.83 -0.56
C -1.65 -2.73 -1.97
O -0.74 -3.25 -1.24
C -2.18 -3.35 -3.11
Br -1.46 -5.06 -3.51
N -2.14 1.51 1.83
P -2.83 -0.06 2.10
C -3.45 0.35 3.80
C -4.74 0.01 4.21
C -5.17 0.26 5.50
C -4.31 0.86 6.42
C -3.02 1.18 6.03
C -2.59 0.92 4.74
C -4.42 0.09 1.18
C -4.84 -1.04 0.48
C -6.02 -1.00 -0.26
C -6.78 0.16 -0.31
C -6.36 1.29 0.40
C -5.19 1.25 1.13
P -0.55 1.77 1.26
C -0.80 3.45 0.52
C 0.23 4.39 0.49
C 0.05 5.63 -0.11
C -1.18 5.95 -0.69
C -2.20 5.02 -0.67
C -2.02 3.78 -0.07
C 0.34 2.36 2.78
C 1.54 1.75 3.13
C 2.26 2.17 4.24
C 1.78 3.20 5.03
C 0.57 3.81 4.70
C -0.13 3.40 3.58
H -2.42 2.21 2.51
H -5.42 -0.46 3.51
H -6.18 -0.01 5.80
H -4.65 1.06 7.43
H -2.33 1.62 6.74
H -1.57 1.12 4.46
H -4.23 -1.93 0.50
H -6.33 -1.88 -0.82
H -7.68 0.19 -0.90
H -6.95 2.20 0.35
H -4.86 2.13 1.67
H 1.19 4.15 0.94
H 0.86 6.34 -0.13
H -1.32 6.92 -1.14
H -3.16 5.26 -1.11
H -2.82 3.05 -0.06
H 1.90 0.92 2.53
H 3.19 1.67 4.50
H 2.33 3.52 5.90
H 0.19 4.62 5.32
H -1.06 3.89 3.33
C 3.26 -0.48 -5.67
C 4.37 -0.85 -4.72
C 5.70 -0.76 -5.10
C 6.73 -1.08 -4.23
C 6.42 -1.48 -2.94
C 5.10 -1.58 -2.53
C 4.06 -1.28 -3.42
N 2.71 -1.38 -3.07
C 2.25 -1.63 -1.75
N 2.59 -2.88 -1.35
C 2.48 -3.58 -0.12
C 1.54 -3.30 0.86
C 1.55 -4.07 2.02
C 2.45 -5.11 2.19
C 3.37 -5.39 1.19
C 3.40 -4.64 0.03
C 4.41 -4.97 -1.05
N 1.58 -0.77 -1.09
C 1.44 0.52 -1.69
C 0.40 0.77 -2.57
C 0.26 2.02 -3.15
C 1.17 3.03 -2.86
C 2.22 2.76 -2.00
C 2.38 1.51 -1.41
C 3.56 1.22 -0.52
H 3.66 -0.24 -6.65
H 2.70 0.40 -5.31
H 2.54 -1.29 -5.78
H 5.93 -0.42 -6.11
H 7.76 -1.00 -4.55
H 7.20 -1.72 -2.23
H 4.86 -1.86 -1.52
H 2.11 -0.73 -3.56
H 3.05 -3.40 -2.08
H 0.82 -3.88 2.79
H 2.43 -5.71 3.10
H 4.07 -6.21 1.30
H 5.08 -5.76 -0.70
H 5.02 -4.11 -1.33
H 3.93 -5.34 -1.96
H -0.31 -0.02 -2.79
H -0.58 2.21 -3.81
H 1.05 4.02 -3.28
H 2.94 3.54 -1.77
H 4.03 2.14 -0.18
H 4.32 0.64 -1.06
H 3.26 0.63 0.34


2.
13
Properties=species:S:1:pos:R:3 method="wB97M-V/def2-TZVPD" smiles="C1=NCCCO1" homo_lumo_gap_ev=10.76 homo_energy_ev=-9.786 total_energy_ha=-286.5853
C -0.97 1.37 -0.18
N 0.22 1.66 0.11
C 1.13 0.55 -0.11
C 0.59 -0.73 0.52
C -0.76 -1.02 -0.13
O -1.42 0.17 -0.61
H -1.77 2.11 -0.16
H 2.13 0.81 0.25
H 1.20 0.39 -1.20
H 0.49 -0.59 1.60
H 1.27 -1.57 0.36
H -0.64 -1.66 -1.01
H -1.46 -1.50 0.56


3.
30
Properties=species:S:1:pos:R:3 method="wB97M-V/def2-TZVPD" smiles="C=CCO[P@](=O)(O)O[C@H](C)CCC" homo_lumo_gap_ev=7.81 homo_energy_ev=-8.240 total_energy_ha=-957.3117
C 0.06 -1.40 3.65
C -0.33 -0.44 2.74
C -1.56 -0.53 1.85
O -1.92 0.81 1.50
P -2.38 1.12 0.00
O -3.47 2.09 0.00
O -2.84 -0.26 -0.67
O -1.16 1.70 -0.86
C 0.21 1.36 -0.50
C 1.08 2.35 -1.25
C 0.54 -0.13 -0.74
C 1.62 -0.43 -1.78
C 1.76 -1.95 -1.95
H -0.02 -1.28 4.73
H 0.44 -2.36 3.31
H 0.25 0.47 2.61
H -2.35 -1.00 2.43
H -1.38 -1.17 0.99
H -2.72 -0.15 -1.62
H 0.34 1.56 0.56
H 2.13 2.08 -1.26
H 1.01 3.31 -0.73
H 0.68 2.53 -2.25
H -0.35 -0.71 -1.00
H 0.89 -0.55 0.21
H 1.49 0.10 -2.72
H 2.57 -0.10 -1.35
H 2.45 -2.21 -2.75
H 2.15 -2.37 -1.03
H 0.79 -2.42 -2.12


4.
27
Properties=species:S:1:pos:R:3 method="wB97M-V/def2-TZVPD" homo_lumo_gap_ev="4.65 / 5.68" homo_energy_ev="-1.121 / -2.188" total_energy_ha=-2691.1731 multiplicity=3 s_squared=2.0400 charge=-1
C 1.03 0.32 -2.68
C -0.20 0.39 -3.52
C -0.96 -0.77 -3.33
C -0.07 -1.84 -2.84
C 1.19 -1.18 -2.73
Ni -0.52 -0.57 -1.54
P 0.29 1.43 -1.10
H 2.05 0.63 -2.74
H -0.31 1.37 -4.05
H -2.00 -0.89 -3.63
H 2.09 -1.76 -2.89
H -0.45 -2.82 -2.73
H -0.88 0.85 -0.56
H -0.15 2.69 -1.51
H 1.22 1.56 -0.01
S -0.11 -1.57 0.46
C -0.11 -0.63 1.85
N -1.16 -0.79 2.70
C -1.33 -0.06 3.81
C -0.35 0.91 4.15
C 0.79 0.98 3.37
C 0.99 0.16 2.28
H -1.86 -1.51 2.45
H -2.20 -0.26 4.42
H -0.49 1.50 5.04
H 1.58 1.71 3.63
H 1.91 0.14 1.72


5.
73
Properties=species:S:1:pos:R:3 method="wB97M-V/def2-TZVPD" homo_lumo_gap_ev="3.53 / 3.01" homo_energy_ev="-0.035 / 0.484" total_energy_ha=-4167.6325 charge=-2
Ba -0.19 -0.72 0.84
O -3.61 2.75 3.77
C -2.79 1.90 3.06
C -3.28 0.59 2.72
C -2.43 -0.22 2.02
N -1.29 0.39 1.78
C -0.69 1.55 2.00
C -1.49 2.39 2.70
C 0.83 1.72 1.42
O 1.34 2.87 1.67
O 1.47 0.78 0.74
C -2.64 -1.75 1.47
O -3.79 -2.23 1.77
O -1.73 -2.44 0.79
H -4.43 2.26 3.92
H -4.26 0.23 3.00
H -1.16 3.38 2.97
C 2.75 -5.42 2.37
C 2.96 -4.02 2.94
S 1.85 -2.76 2.23
C 3.07 -1.62 1.52
C 3.40 -2.11 0.13
S 1.82 -2.73 -0.53
C 2.37 -4.28 -1.31
C 2.24 -5.50 -0.40
S 3.62 -5.70 0.79
H 1.69 -5.69 2.30
H 3.20 -6.13 3.07
H 4.01 -3.71 2.88
H 2.71 -4.05 4.01
H 3.97 -1.52 2.15
H 2.61 -0.62 1.47
H 4.16 -2.89 0.16
H 3.78 -1.30 -0.50
H 3.38 -4.18 -1.72
H 1.70 -4.43 -2.16
H 2.28 -6.40 -1.03
H 1.27 -5.53 0.11
N 1.05 8.21 -0.80
C 0.84 6.91 -1.27
C 1.80 5.91 -1.06
C 1.66 4.64 -1.62
C 0.56 4.37 -2.44
C -0.36 5.38 -2.73
C -0.21 6.64 -2.16
S 0.44 2.77 -3.23
O 1.82 2.36 -3.46
O -0.42 2.93 -4.40
N -0.20 1.81 -2.11
C -1.44 1.76 -1.77
S -2.80 2.70 -2.40
C -3.89 1.87 -1.36
C -3.16 1.01 -0.63
N -1.82 0.91 -0.80
H 1.60 8.23 0.05
H 0.19 8.73 -0.71
H 2.68 6.12 -0.45
H 2.40 3.87 -1.43
H -1.19 5.18 -3.41
H -0.93 7.42 -2.40
H -4.95 2.02 -1.31
H -3.68 0.39 0.10
C -3.06 -3.54 -2.11
S -2.02 -2.56 -1.00
C -1.14 -3.97 -0.28
O -1.05 -1.80 -1.85
H -2.44 -4.13 -2.78
H -3.69 -2.86 -2.70
H -3.71 -4.20 -1.52
H -1.85 -4.61 0.24
H -0.40 -3.59 0.42
H -0.64 -4.53 -1.07
H 1.32 0.78 -0.67


6.
19
Properties=species:S:1:pos:R:3 method="wB97M-V/def2-TZVPD" smiles=C[C@@H](C[O-])N(C)C homo_lumo_gap_ev=6.36 homo_energy_ev=-2.422 total_energy_ha=-327.6156 charge=-1
C 0.12 0.53 1.71
C -0.13 0.81 0.16
C 1.21 1.09 -0.64
O 2.43 0.44 -0.53
N -0.89 -0.38 -0.48
C -0.23 -1.69 -0.38
C -2.22 -0.53 -0.12
H 1.16 0.09 1.60
H -0.58 -0.13 2.25
H 0.40 1.41 2.35
H -0.94 1.61 0.05
H 1.39 2.23 -0.33
H 0.84 0.79 -1.69
H -0.31 -2.23 0.69
H -0.67 -2.50 -1.02
H 0.84 -1.59 -0.54
H -2.39 -0.87 0.90
H -2.66 -1.35 -0.81
H -2.78 0.43 -0.17